1.
Computed, not measured: a structure of composition C12H32As3N5O2Pd, with ωB97M-V/def2-TZVPD.

Geometry as ORCA input:
```
! RIJCOSX wB97M-V def2-TZVPD def2/J DEFGRID3
* xyz 2 1
Pd 0.58381 -0.66614 1.86293
As 0.67559 1.20151 0.45012
As -0.08906 -1.82643 -0.06396
As -1.42866 1.61159 -4.52210
O 1.98101 -4.26460 3.49080
O 2.14046 -3.24193 1.60526
N 0.72434 0.33624 3.85593
N 0.64789 -0.67656 4.84251
N 1.19746 -2.80887 5.51516
N 1.11666 -2.18548 3.21754
N 1.79460 -3.32441 2.75434
C 2.54016 1.45941 0.03648
C 1.00307 -1.96274 4.52933
C 1.20681 -2.21797 -1.42883
C -1.89683 3.32878 -3.69757
C -0.13707 1.14505 -1.30189
C -1.49992 0.47672 -1.53271
C 0.10807 2.81075 1.34728
C -1.63025 -0.93424 -0.85956
C -2.62512 1.34479 -0.97222
C -1.66469 0.27691 -3.05289
C -0.75866 -3.54499 0.46832
C 0.52365 1.88289 -4.52799
H -1.72701 4.07991 -4.46922
H -2.67740 -0.10422 -3.21516
H -0.11056 0.91361 3.95005
H 1.21068 -2.51481 6.47897
H 0.10811 -4.16470 0.69726
H -0.99087 -0.52380 -3.38311
H 0.75591 2.44049 -5.43471
H -0.18852 2.19231 -1.60870
H 2.62589 2.29554 -0.65790
H 0.90050 2.45156 -3.67861
H 0.70969 -2.74634 -2.24065
H -1.31764 -3.98377 -0.35707
H 0.60048 -0.38025 5.80645
H 1.43825 -3.76219 5.27551
H 1.67492 -1.31137 -1.80339
H 2.95810 0.56073 -0.41245
H 1.53846 0.92228 4.03845
H -2.34875 -0.89155 -0.03697
H -2.95114 3.35593 -3.42872
H 0.70824 2.92906 2.24958
H 1.04145 0.92495 -4.59303
H 1.97440 -2.84681 -0.97886
H 3.08378 1.68620 0.95194
H -2.03503 -1.65164 -1.57779
H -1.39770 -3.46196 1.34442
H -1.28655 3.59253 -2.83354
H 0.28172 3.67284 0.70433
H 0.61926 0.67097 -1.93004
H -0.94830 2.75707 1.60422
H -3.59230 0.88837 -1.18534
H -2.62108 2.34172 -1.40839
H -2.55032 1.44707 0.11618
*
```

**HOMO level**: -13.186 eV
**Relative energy (zero: lowest compared OMol25 entry of this formula, charge and spin)**: 7.39 kcal/mol
**Total energy**: -7735.25041 Eh
**Max |F|**: 0.7 eV/A
**Lowest unoccupied orbital energy**: -6.6768 eV

=====

2.
Computed, not measured: a structure of composition C3H9N at a distorted geometry, with ωB97M-V/def2-TZVPD.

Geometry as ORCA input:
```
! RIJCOSX wB97M-V def2-TZVPD def2/J DEFGRID3
* xyz 0 1
N -0.04969 -1.04250 -0.25351
C -1.04784 1.08623 0.43200
C -0.51621 0.21772 -0.69096
C 1.21241 -0.98593 0.37158
H -0.04286 -1.70656 -1.01858
H -1.23186 0.09619 -1.50220
H -0.25392 1.39138 1.11195
H 0.74359 0.74030 -0.90224
H 1.69805 -1.95477 0.42500
H 1.15538 -0.49779 1.33877
H -1.51253 1.97906 0.01750
H 1.64924 0.12587 -0.33968
H -1.80377 0.55080 1.01037
*
```

**HOMO level**: -9.101 eV
**Relative energy (zero: lowest compared OMol25 entry of this formula, charge and spin)**: 58.92 kcal/mol
**Total energy**: -174.35915 Eh
**Max |F|**: 3.1 eV/A
**Lowest unoccupied orbital energy**: 1.2525 eV

=====

3.
Computed, not measured: a structure of composition C8H18ClO6PS at a distorted geometry, with ωB97M-V/def2-TZVPD.

Geometry as ORCA input:
```
! RIJCOSX wB97M-V def2-TZVPD def2/J DEFGRID3
* xyz 0 1
Cl -0.97689 0.01154 -1.85003
S -3.73317 -0.93673 0.37360
P -0.42519 -1.83455 0.10754
O 3.15526 1.05040 -0.03141
O -0.44595 -3.24479 0.41031
O -1.06746 -1.61582 -1.36924
O -1.11128 -0.90373 1.16967
O 1.02746 -1.24855 0.06243
O 3.07712 -1.39445 -0.98915
C 2.85664 -0.40100 -1.96998
C 2.21248 1.08027 2.17708
C -4.59896 1.36565 -0.66940
C 1.95962 -2.11419 -0.65205
C 2.33755 1.81802 0.83942
C 2.77127 1.04577 -1.37971
C -2.43776 -1.31503 1.56679
C -3.64586 0.87849 0.39491
H -3.93193 1.21444 1.38185
H 1.77304 1.43630 -1.52964
H 3.46210 1.65759 -1.95990
H -5.62153 1.22337 -0.34619
H 2.82208 2.77546 1.01138
H 2.76871 1.57257 2.96203
H -2.67058 -0.74634 2.45101
H -2.47100 -2.36014 1.83222
H 2.65324 0.10506 2.05711
H 2.24643 -2.89970 0.02505
H 3.67888 -0.42972 -2.67030
H 1.17518 0.96320 2.44506
H -2.64253 1.20184 0.17401
H -4.48210 2.42208 -0.85940
H 1.33836 1.95795 0.44226
H -4.47465 0.80111 -1.58018
H 1.49486 -2.54987 -1.53261
H 1.92659 -0.58650 -2.49457
*
```

**HOMO level**: -9.328 eV
**Total energy**: -1966.79420 Eh
**Max |F|**: 1.5 eV/A
**Lowest unoccupied orbital energy**: -0.5862 eV